[1]
DFT (ωB97M-V/def2-TZVPD) results for a molecular structure, C7H12AgN3O3S.

```
27
Properties=species:S:1:pos:R:3
C -1.66 2.94 -0.42
C -0.97 2.04 0.61
C 0.00 1.06 -0.05
O -0.70 -0.16 -0.29
C -0.08 -1.38 0.05
C 0.92 -1.86 -1.01
N 1.88 -0.84 -1.39
N 0.44 -1.31 1.42
N 1.86 -1.48 1.50
C 2.52 -0.77 2.24
S 3.36 0.12 3.18
C -1.24 -2.38 0.08
O -1.18 -3.56 -0.16
O -2.38 -1.86 0.45
H -1.09 3.82 -0.69
H -1.71 2.28 -1.33
H -2.65 3.25 -0.10
H -0.46 2.65 1.36
H -1.74 1.44 1.09
H 0.34 1.43 -1.02
H 0.90 0.91 0.55
H 0.32 -2.10 -1.89
H 1.35 -2.81 -0.66
H 2.40 -1.14 -2.21
H 2.54 -0.67 -0.64
H 0.02 -2.01 2.01
Ag -3.06 2.30 -2.72
```

Calculated values
<S²>: 0.755
HOMO level (alpha / beta) in eV: -11.844 / -11.834
LUMO energy (alpha / beta) in eV: -6.47 / -6.47
Spin multiplicity: 2
DFT total energy in eV: -32888.2777
Net charge: +1
Kohn-Sham gap (alpha / beta) in Eh: 0.198 / 0.197
M in g/mol: 326.13
Strongest force on any atom in eV/Å: 0.58

=====

[2]
DFT (ωB97M-V/def2-TZVPD) results for a molecular structure, C6H18AlNO3P.

```
30
Properties=species:S:1:pos:R:3
N -4.06 -5.32 -0.82
P -3.82 -4.62 -2.25
Al -3.97 -2.16 -2.44
O -2.31 -1.56 -2.51
H -3.39 -6.05 -0.62
H -4.64 -5.19 -3.29
H -2.60 -5.03 -2.88
H -4.75 -1.87 -3.83
H -4.78 -1.68 -1.13
H -1.84 -1.57 -1.68
C 1.64 -0.40 1.00
C 0.69 -0.59 -0.16
O -0.51 -0.66 0.00
C 1.30 -0.69 -1.53
H 1.07 -0.34 1.93
H 2.35 -1.22 1.05
H 2.20 0.53 0.85
H 2.00 -1.52 -1.57
H 1.87 0.22 -1.75
H 0.51 -0.83 -2.27
C 3.55 4.22 2.70
C 2.40 3.65 1.91
O 2.57 2.87 1.00
C 1.01 4.09 2.31
H 4.49 3.83 2.32
H 3.54 5.31 2.63
H 3.43 3.97 3.76
H 0.93 5.18 2.23
H 0.83 3.84 3.35
H 0.27 3.62 1.67
```

Calculated values
HOMO level in eV: -3.452
LUMO energy in eV: 2.07
Spin multiplicity: 1
DFT total energy in eV: -30033.7740
Net charge: -1
Kohn-Sham gap in Eh: 0.203
M in g/mol: 210.17
Strongest force on any atom in eV/Å: 0.36

=====

[3]
DFT (ωB97M-V/def2-TZVPD) results for a molecular structure, C23H24IrO3PS4.

```
56
Properties=species:S:1:pos:R:3
Ir 0.03 0.73 -1.68
S -2.15 1.00 -2.16
S -2.73 -0.27 -3.55
S -1.23 -1.38 -4.21
S 0.40 -0.99 -3.29
O 3.35 -0.93 -2.03
C 2.66 -0.39 -1.20
O 2.02 0.75 -1.42
C 2.55 -0.94 0.20
C 3.72 -1.34 0.83
C 3.69 -1.85 2.11
C 2.47 -1.97 2.78
C 1.30 -1.59 2.16
C 1.33 -1.07 0.86
P -0.25 -0.66 0.08
C -1.34 -0.04 1.38
C -2.12 -0.91 2.13
C -2.93 -0.41 3.14
C -2.97 0.95 3.40
C -2.19 1.82 2.65
C -1.38 1.33 1.63
C -0.95 -2.24 -0.45
C -0.13 -3.36 -0.61
C -0.66 -4.55 -1.10
C -2.01 -4.63 -1.42
C -2.83 -3.52 -1.26
C -2.31 -2.33 -0.78
H 4.66 -1.26 0.29
H 4.60 -2.15 2.60
H 2.44 -2.37 3.79
H 0.36 -1.70 2.68
H -2.10 -1.98 1.94
H -3.54 -1.09 3.73
H -3.60 1.33 4.19
H -2.22 2.88 2.85
H -0.79 2.01 1.03
H 0.92 -3.30 -0.36
H -0.02 -5.41 -1.21
H -2.42 -5.56 -1.79
H -3.88 -3.58 -1.51
H -2.95 -1.47 -0.64
C 2.03 2.82 0.93
C 1.61 3.45 -0.37
O 0.29 2.98 -0.74
C -0.38 3.87 -1.65
C 0.17 3.78 -3.07
H 3.05 3.14 1.16
H 2.03 1.74 0.86
H 1.38 3.13 1.74
H 2.31 3.24 -1.18
H 1.53 4.54 -0.25
H -0.28 4.88 -1.27
H -1.43 3.60 -1.61
H 1.14 4.26 -3.16
H -0.52 4.25 -3.77
H 0.29 2.74 -3.39
```

Calculated values
ΔE to the lowest compared entry with this formula, charge and spin in kcal per mole: 33.9
<S²>: 0.955
HOMO level (alpha / beta) in eV: -10.330 / -11.561
LUMO energy (alpha / beta) in eV: -5.76 / -5.60
Spin multiplicity: 2
DFT total energy in eV: -85846.4889
Net charge: +1
Kohn-Sham gap (alpha / beta) in Eh: 0.168 / 0.219
M in g/mol: 699.90
Strongest force on any atom in eV/Å: 0.90

=====

[4]
DFT (ωB97M-V/def2-TZVPD) results for a single C5H10O molecule.

```
16
Properties=species:S:1:pos:R:3
C -0.38 0.01 -2.28
C -0.57 0.92 -1.04
C -0.47 -0.05 0.05
C 0.79 -0.16 0.81
C 0.45 -0.98 2.08
O -0.92 -0.77 2.32
H 0.58 -0.51 -2.24
H -1.17 -0.74 -2.34
H -0.39 0.63 -3.18
H 0.16 1.74 -1.03
H -1.59 1.33 -1.08
H -1.27 -0.73 1.37
H 1.19 0.82 1.08
H 1.55 -0.62 0.14
H 1.03 -0.62 2.94
H 0.68 -2.05 1.95
```

Calculated values
ΔE to the lowest compared entry with this formula, charge and spin in kcal per mole: 93.9
HOMO level in eV: -8.570
LUMO energy in eV: -0.21
Spin multiplicity: 1
DFT total energy in eV: -7390.6926
Kohn-Sham gap in Eh: 0.307
M in g/mol: 86.13
Strongest force on any atom in eV/Å: 0.73

=====

[5]
DFT (ωB97M-V/def2-TZVPD) results for a single C2H4N2O molecule in a non-equilibrium geometry.

```
9
Properties=species:S:1:pos:R:3
C 0.80 -1.12 -0.80
N 0.11 -0.11 -1.14
N -0.18 0.86 -0.20
C -0.62 0.62 1.08
O -1.10 1.55 1.66
H 1.03 -1.81 -1.61
H 1.17 -1.27 0.16
H -0.53 1.68 -0.65
H -0.68 -0.40 1.49
```

Calculated values
ΔE to the lowest compared entry with this formula, charge and spin in kcal per mole: 35.8
HOMO level in eV: -9.644
LUMO energy in eV: 0.90
Spin multiplicity: 1
DFT total energy in eV: -7164.9273
Kohn-Sham gap in Eh: 0.387
M in g/mol: 72.07
Strongest force on any atom in eV/Å: 1.97
SMILES: C=NNC=O

=====

[6]
DFT (ωB97M-V/def2-TZVPD) results for 4 unconnected molecules or ions with the total composition C28H33BrN4O7 in a non-equilibrium geometry.

```
73
Properties=species:S:1:pos:R:3
C 2.79 -3.93 0.27
C 2.60 -3.60 -0.87
N 2.32 -3.27 -2.16
C 0.93 -2.76 -2.27
O 0.04 -3.34 -2.80
C 1.02 -1.40 -1.62
C 0.07 -0.64 -0.97
C -1.33 -1.19 -0.85
C -1.42 -2.51 -0.05
C -1.61 -2.22 1.46
C -0.24 -2.00 2.10
O -0.32 -2.27 3.52
C 0.80 -1.74 4.13
O 0.74 -0.66 4.64
C 0.49 0.60 -0.43
C -0.54 1.42 0.32
C -1.67 1.98 -0.58
C -3.03 1.79 0.15
C -1.52 3.49 -0.81
C 1.81 1.02 -0.59
C 2.28 2.35 -0.05
C 3.36 2.18 1.00
O 3.30 1.30 1.81
Br 4.87 3.41 1.03
C 2.76 0.24 -1.27
C 4.21 0.65 -1.47
O 5.05 0.23 -0.44
O 5.41 -1.12 -0.74
C 2.34 -0.96 -1.78
C 3.07 -2.05 -2.54
O 3.95 -1.98 -3.33
H 2.87 -4.32 1.25
H -2.05 -0.49 -0.45
H -1.66 -1.41 -1.87
H -2.34 -3.00 -0.38
H -0.59 -3.19 -0.24
H -2.21 -1.31 1.53
H -2.15 -3.02 1.96
H 0.12 -0.99 1.91
H 0.46 -2.69 1.61
H 1.70 -2.37 4.09
H -0.10 2.25 0.86
H -0.96 0.78 1.09
H -1.68 1.46 -1.54
H -3.04 0.89 0.76
H -3.26 2.63 0.80
H -3.80 1.63 -0.60
H -1.67 4.02 0.14
H -0.58 3.73 -1.30
H -2.37 3.79 -1.44
H 2.60 3.02 -0.85
H 1.49 2.89 0.46
H 4.55 0.23 -2.42
H 4.29 1.74 -1.55
H 5.93 -1.37 0.03
C 0.23 1.56 -4.67
C 0.52 2.48 -3.58
N 0.75 3.18 -2.71
H -0.84 1.57 -4.88
H 0.77 1.85 -5.56
H 0.52 0.55 -4.39
C -6.57 2.83 -2.98
C -5.16 2.50 -3.15
N -4.05 2.25 -3.28
H -6.72 3.90 -3.13
H -7.16 2.28 -3.70
H -6.89 2.57 -1.97
C -0.21 -2.42 7.27
C -1.30 -2.87 8.13
N -2.16 -3.22 8.81
H -0.13 -3.08 6.41
H -0.41 -1.41 6.92
H 0.72 -2.43 7.82
```

Calculated values
HOMO level in eV: -9.578
LUMO energy in eV: -0.33
Spin multiplicity: 1
DFT total energy in eV: -119899.8631
Kohn-Sham gap in Eh: 0.340
M in g/mol: 617.50
Strongest force on any atom in eV/Å: 1.60
SMILES: C#CN1C(=O)c2c(CCCCOC=O)c(CC(C)C)c(CC(=O)Br)c(COO)c2C1=O.CC#N.CC#N.CC#N